# C28H68O26Tl

A molecular structure, C28H68O26Tl in a non-equilibrium geometry (the ωB97M-V functional and the def2-TZVPD basis, the OMol25 dataset).

Values from the calculation:
Frontier orbital gap: 3.36 eV
Charge: +1
Calculated total energy: -88049.201 eV
F_max: 2.59 eV/A
LUMO energy: -7.7 eV
E_HOMO: -11.04 eV

Cartesian coordinates (Å):
1 Tl -25.357 6.916 -14.175
2 C -30.534 3.646 -13.519
3 C -30.738 2.794 -14.679
4 C -30.126 3.350 -16.013
5 O -30.500 2.891 -17.067
6 C -29.211 4.454 -15.971
7 C -28.970 5.174 -14.802
8 C -29.671 4.748 -13.530
9 O -29.473 5.382 -12.480
10 O -28.135 6.086 -14.906
11 O -31.481 1.857 -14.642
12 H -31.052 3.420 -12.592
13 H -28.820 4.850 -16.902
14 C -32.224 0.656 -21.383
15 C -30.796 0.729 -20.944
16 O -30.732 1.519 -19.748
17 O -33.122 0.028 -20.448
18 H -32.260 0.182 -22.370
19 H -32.567 1.686 -21.520
20 H -30.304 1.257 -21.768
21 H -30.342 -0.256 -20.825
22 H -29.986 2.130 -19.834
23 H -33.841 -0.252 -21.024
24 C -25.476 5.331 -17.561
25 C -26.260 6.578 -17.992
26 O -26.388 7.512 -16.920
27 O -24.442 5.595 -16.642
28 H -25.173 4.842 -18.490
29 H -26.211 4.656 -17.103
30 H -27.215 6.202 -18.371
31 H -25.765 7.100 -18.812
32 H -26.524 8.399 -17.262
33 H -23.778 4.909 -16.759
34 C -32.859 1.846 -11.065
35 C -32.523 2.027 -9.623
36 O -33.645 2.561 -8.912
37 O -33.835 0.831 -11.339
38 H -31.996 1.492 -11.636
39 H -33.126 2.845 -11.430
40 H -31.673 2.708 -9.574
41 H -32.182 1.062 -9.235
42 H -34.315 1.869 -8.948
43 H -34.670 1.285 -11.489
44 C -29.857 5.803 -20.033
45 C -29.480 4.388 -20.443
46 O -28.996 3.667 -19.315
47 O -30.833 5.975 -19.021
48 H -30.284 6.251 -20.939
49 H -28.902 6.285 -19.798
50 H -28.657 4.407 -21.154
51 H -30.391 4.009 -20.924
52 H -29.648 3.679 -18.595
53 H -30.832 6.886 -18.714
54 C -28.825 0.769 -11.965
55 C -28.617 -0.368 -10.965
56 O -28.088 -1.493 -11.621
57 O -29.354 1.923 -11.340
58 H -29.472 0.506 -12.808
59 H -27.868 0.913 -12.489
60 H -29.616 -0.534 -10.547
61 H -28.055 0.005 -10.105
62 H -27.847 -2.162 -10.974
63 H -29.717 2.567 -11.951
64 C -29.539 -1.629 -16.239
65 C -30.583 -2.655 -16.663
66 O -31.514 -2.087 -17.561
67 O -30.034 -0.306 -16.026
68 H -28.818 -1.624 -17.065
69 H -29.076 -1.948 -15.301
70 H -31.153 -2.855 -15.743
71 H -30.031 -3.533 -17.006
72 H -31.937 -2.858 -17.956
73 H -29.252 0.243 -16.121
74 C -32.117 6.375 -10.010
75 C -33.311 6.328 -9.072
76 O -33.219 5.282 -8.114
77 O -32.163 5.166 -10.787
78 H -31.210 6.382 -9.397
79 H -32.186 7.135 -10.792
80 H -34.105 5.941 -9.722
81 H -33.588 7.312 -8.707
82 H -33.195 4.446 -8.601
83 H -31.535 5.085 -11.503
84 C -25.383 3.132 -13.626
85 C -25.851 3.552 -12.249
86 O -26.641 4.727 -12.442
87 O -24.277 4.001 -14.060
88 H -26.072 3.100 -14.468
89 H -24.848 2.177 -13.595
90 H -24.984 3.730 -11.611
91 H -26.464 2.794 -11.756
92 H -27.515 4.620 -12.054
93 H -23.510 3.511 -13.754
94 C -25.769 7.249 -10.203
95 C -26.912 8.033 -10.900
96 O -27.364 7.450 -12.105
97 O -24.749 7.144 -11.226
98 H -26.139 6.265 -9.910
99 H -25.399 7.817 -9.352
100 H -26.544 9.039 -11.106
101 H -27.715 8.180 -10.171
102 H -28.156 6.937 -11.898
103 H -23.934 7.091 -10.713
104 C -31.087 8.817 -15.782
105 C -30.374 8.778 -14.413
106 O -31.011 7.996 -13.404
107 O -30.482 7.927 -16.726
108 H -30.942 9.816 -16.187
109 H -32.107 8.485 -15.568
110 H -30.076 9.798 -14.153
111 H -29.397 8.327 -14.625
112 H -30.389 8.158 -12.683
113 H -30.155 7.203 -16.182
114 C -33.679 4.809 -18.364
115 C -33.383 5.210 -16.929
116 O -33.540 4.106 -16.030
117 O -32.908 3.681 -18.695
118 H -33.573 5.717 -18.967
119 H -34.720 4.503 -18.489
120 H -33.881 6.126 -16.593
121 H -32.336 5.552 -16.913
122 H -33.290 4.455 -15.168
123 H -32.003 3.999 -18.792

=====

# C28H69ClN3P

4 unconnected molecules or ions with the total composition C28H69ClN3P (the ωB97M-V functional and the def2-TZVPD basis, the OMol25 dataset).

Values from the calculation:
Frontier orbital gap: 8.71 eV
SMILES string: CCCCCC[PH2](Cl)[C@@H](C)CC.CCN(CC)CC.CCN(CC)CC.CCN(CC)CC
Calculated total energy: -56436.160 eV
F_max: 0.44 eV/A
LUMO energy: 0.6 eV
E_HOMO: -8.07 eV

Cartesian coordinates (Å):
1 C -1.928 4.082 3.790
2 C -2.744 5.074 2.965
3 C -3.046 4.575 1.554
4 C -3.949 3.332 1.528
5 C -3.205 2.006 1.342
6 C -3.076 1.644 -0.142
7 P -2.214 0.073 -0.413
8 Cl -4.233 -1.058 0.143
9 C -0.512 0.655 -0.892
10 C 0.146 1.535 0.167
11 C 0.341 -0.567 -1.273
12 C 0.748 -1.497 -0.121
13 H -1.625 4.514 4.745
14 H -2.497 3.174 4.000
15 H -1.021 3.789 3.253
16 H -2.233 6.038 2.915
17 H -3.700 5.257 3.469
18 H -3.486 5.385 0.966
19 H -2.100 4.334 1.049
20 H -4.682 3.442 0.723
21 H -4.547 3.287 2.444
22 H -2.203 2.094 1.770
23 H -3.707 1.185 1.857
24 H -2.505 2.407 -0.679
25 H -4.066 1.546 -0.586
26 H -2.433 -0.579 -1.627
27 H -1.805 -0.630 0.719
28 H -0.648 1.240 -1.812
29 H 1.203 1.703 -0.052
30 H 0.085 1.088 1.163
31 H -0.341 2.510 0.236
32 H 1.242 -0.215 -1.787
33 H -0.199 -1.152 -2.026
34 H -0.005 -2.266 0.061
35 H 1.685 -2.009 -0.349
36 H 0.891 -0.950 0.812
37 C 0.840 -3.509 -3.195
38 C 2.216 -2.910 -3.434
39 N 3.227 -3.471 -2.555
40 C 4.456 -2.699 -2.503
41 C 5.302 -2.599 -3.777
42 C 3.378 -4.920 -2.605
43 C 3.655 -5.554 -3.972
44 H 0.600 -3.474 -2.131
45 H 0.084 -2.942 -3.740
46 H 0.765 -4.545 -3.526
47 H 2.182 -1.838 -3.216
48 H 2.467 -2.993 -4.504
49 H 5.068 -3.123 -1.702
50 H 4.185 -1.687 -2.185
51 H 5.793 -3.541 -4.017
52 H 6.078 -1.843 -3.644
53 H 4.697 -2.305 -4.636
54 H 2.469 -5.367 -2.197
55 H 4.182 -5.174 -1.910
56 H 2.953 -5.190 -4.725
57 H 3.533 -6.636 -3.909
58 H 4.662 -5.350 -4.332
59 C -8.846 3.743 -1.346
60 C -8.083 3.740 -0.032
61 N -8.295 4.949 0.746
62 C -7.341 5.119 1.829
63 C -7.367 4.102 2.975
64 C -9.683 5.266 1.058
65 C -10.512 4.190 1.767
66 H -8.634 4.653 -1.909
67 H -8.554 2.882 -1.948
68 H -9.924 3.681 -1.191
69 H -7.009 3.689 -0.239
70 H -8.326 2.818 0.520
71 H -7.478 6.125 2.234
72 H -6.346 5.100 1.374
73 H -8.221 4.242 3.637
74 H -6.463 4.211 3.578
75 H -7.389 3.078 2.599
76 H -10.186 5.527 0.124
77 H -9.667 6.177 1.661
78 H -10.417 3.225 1.266
79 H -11.568 4.465 1.749
80 H -10.218 4.053 2.807
81 C 9.902 -3.095 2.605
82 C 8.580 -3.710 2.173
83 N 7.884 -2.906 1.182
84 C 6.493 -3.279 0.996
85 C 6.189 -4.672 0.435
86 C 8.632 -2.605 -0.031
87 C 9.198 -3.786 -0.828
88 H 9.756 -2.062 2.922
89 H 10.320 -3.661 3.438
90 H 10.639 -3.104 1.801
91 H 7.914 -3.781 3.037
92 H 8.760 -4.746 1.842
93 H 6.042 -2.524 0.345
94 H 6.000 -3.183 1.968
95 H 6.461 -4.759 -0.618
96 H 5.119 -4.875 0.519
97 H 6.718 -5.453 0.984
98 H 9.459 -1.945 0.239
99 H 7.968 -2.016 -0.669
100 H 9.734 -4.479 -0.178
101 H 9.906 -3.422 -1.574
102 H 8.425 -4.350 -1.348

=====

# C28H70ClN2O12

9 unconnected molecules or ions with the total composition C28H70ClN2O12 in a non-equilibrium geometry (the ωB97M-V functional and the def2-TZVPD basis, the OMol25 dataset).

Values from the calculation:
Frontier orbital gap: 8.40 eV
Charge: -1
Calculated total energy: -70231.944 eV
F_max: 4.38 eV/A
LUMO energy: 2.3 eV
E_HOMO: -6.13 eV

Cartesian coordinates (Å):
1 Cl -0.609 -1.253 -0.401
2 O -0.544 0.019 0.203
3 O -1.875 -1.859 -0.329
4 O -0.375 -0.846 -1.745
5 O 0.363 -2.245 -0.013
6 C 0.882 -0.399 3.567
7 C 2.306 0.127 3.710
8 C 2.884 -0.227 5.151
9 C 3.364 -1.641 5.412
10 C 4.368 -2.055 4.263
11 C 3.794 -1.746 2.872
12 N 3.098 -0.438 2.635
13 O 2.717 -0.035 1.298
14 C 4.974 -1.685 1.905
15 C 2.949 -2.913 2.302
16 C 2.255 1.691 3.672
17 H 0.858 -1.488 3.609
18 H 0.426 -0.089 2.627
19 H 0.177 -0.056 4.325
20 H 3.758 0.373 5.403
21 H 2.140 0.043 5.900
22 H 2.580 -2.397 5.396
23 H 3.877 -1.643 6.374
24 H 4.551 -3.110 4.470
25 H 5.297 -1.488 4.316
26 H 5.533 -0.814 2.246
27 H 5.680 -2.510 2.003
28 H 4.700 -1.576 0.856
29 H 2.040 -3.007 2.895
30 H 2.700 -3.022 1.247
31 H 3.334 -3.879 2.630
32 H 3.246 2.077 3.435
33 H 1.893 2.200 4.564
34 H 1.510 1.960 2.923
35 H 2.006 -0.650 1.106
36 C -2.874 4.934 0.175
37 C -1.930 5.227 -1.076
38 C -1.116 6.525 -0.930
39 C 0.057 6.603 0.055
40 C 0.945 5.378 -0.219
41 C 0.163 4.054 -0.351
42 N -0.947 4.151 -1.294
43 O -1.477 2.989 -1.611
44 C 1.252 2.989 -0.925
45 C -0.192 3.461 1.056
46 C -2.776 5.385 -2.383
47 H -2.948 3.855 0.309
48 H -3.899 5.292 0.277
49 H -2.282 5.349 0.991
50 H -0.614 6.691 -1.884
51 H -1.720 7.420 -0.779
52 H -0.362 6.650 1.060
53 H 0.576 7.554 -0.071
54 H 1.644 5.372 0.617
55 H 1.450 5.604 -1.158
56 H 2.188 3.256 -0.436
57 H 1.139 1.916 -0.770
58 H 1.412 3.217 -1.979
59 H -0.081 2.381 1.158
60 H 0.539 3.881 1.747
61 H -1.173 3.724 1.452
62 H -3.370 4.521 -2.680
63 H -1.980 5.468 -3.122
64 H -3.462 6.227 -2.300
65 H -1.829 2.620 -0.798
66 C 1.299 -5.537 -3.581
67 C 0.903 -4.288 -2.827
68 O -0.273 -3.839 -3.403
69 H 1.579 -5.286 -4.605
70 H 0.432 -6.197 -3.616
71 H 2.268 -5.860 -3.201
72 H 1.581 -3.458 -3.023
73 H 1.035 -4.386 -1.750
74 H -0.488 -3.066 -2.876
75 C -5.037 0.483 -3.247
76 C -3.734 0.532 -2.445
77 O -3.952 0.621 -1.089
78 H -4.847 0.110 -4.254
79 H -5.559 1.437 -3.321
80 H -5.780 -0.244 -2.920
81 H -3.238 1.448 -2.765
82 H -3.015 -0.227 -2.753
83 H -3.105 0.722 -0.648
84 C -2.520 -1.755 -7.008
85 C -2.051 -1.765 -5.581
86 O -1.455 -0.570 -5.189
87 H -2.865 -2.709 -7.405
88 H -1.633 -1.599 -7.622
89 H -3.289 -1.037 -7.293
90 H -1.278 -2.528 -5.497
91 H -2.927 -1.953 -4.961
92 H -1.658 -0.538 -4.251
93 C -0.741 -3.676 3.220
94 C -0.328 -3.644 4.645
95 O -1.151 -4.536 5.372
96 H -1.757 -3.311 3.075
97 H -0.692 -4.699 2.849
98 H -0.196 -3.069 2.497
99 H -0.500 -2.673 5.110
100 H 0.727 -3.919 4.679
101 H -1.033 -4.289 6.292
102 C 3.540 -1.247 -1.758
103 O 4.346 -0.198 -1.194
104 H 4.084 -1.809 -2.517
105 H 3.321 -1.904 -0.916
106 H 2.580 -0.818 -2.046
107 H 4.041 0.044 -0.316
108 C -5.294 -2.909 -1.100
109 O -4.105 -3.093 -1.705
110 H -5.978 -3.758 -1.118
111 H -5.163 -2.603 -0.062
112 H -5.708 -2.052 -1.629
113 H -3.582 -2.465 -1.202

=====

# C28H70N2O17

9 unconnected molecules or ions with the total composition C28H70N2O17 in a non-equilibrium geometry (the ωB97M-V functional and the def2-TZVPD basis, the OMol25 dataset).

Values from the calculation:
Frontier orbital gap: 8.74 eV
SMILES string: CCOC(=O)OC.CCOC(=O)OC.CCOC(=O)OC.COCCNCCOC.COCCNCCOC.CO.CO.CO.CO
Calculated total energy: -67954.137 eV
F_max: 2.50 eV/A
LUMO energy: 0.4 eV
E_HOMO: -8.34 eV

Cartesian coordinates (Å):
1 C 5.807 3.309 -5.796
2 C 5.049 4.205 -4.831
3 O 4.915 3.721 -3.502
4 C 6.008 3.548 -2.769
5 O 7.138 3.824 -3.068
6 O 5.635 2.958 -1.630
7 C 6.676 2.688 -0.690
8 H 6.622 2.884 -5.205
9 H 6.290 3.906 -6.561
10 H 5.218 2.469 -6.156
11 H 4.098 4.596 -5.185
12 H 5.641 5.132 -4.777
13 H 7.121 1.719 -0.906
14 H 6.239 2.709 0.304
15 H 7.443 3.461 -0.716
16 C 1.937 2.170 -2.754
17 C 0.867 1.883 -1.750
18 O 0.093 0.700 -1.941
19 C 0.691 -0.448 -1.646
20 O 1.853 -0.571 -1.341
21 O -0.185 -1.431 -1.729
22 C 0.279 -2.662 -1.212
23 H 2.322 3.166 -2.534
24 H 1.657 2.132 -3.807
25 H 2.803 1.513 -2.658
26 H 0.159 2.706 -1.631
27 H 1.295 1.862 -0.737
28 H 1.126 -3.086 -1.744
29 H -0.507 -3.417 -1.231
30 H 0.477 -2.541 -0.144
31 C -1.391 -6.115 -0.241
32 C -1.404 -5.298 1.036
33 O -0.663 -6.000 2.032
34 C -0.803 -5.538 3.282
35 O -1.328 -4.507 3.586
36 O -0.223 -6.334 4.183
37 C 0.362 -7.569 3.783
38 H -1.618 -7.155 -0.005
39 H -0.420 -6.059 -0.729
40 H -2.186 -5.749 -0.890
41 H -2.443 -5.135 1.318
42 H -0.973 -4.317 0.833
43 H -0.283 -8.133 3.103
44 H 0.412 -8.184 4.677
45 H 1.320 -7.432 3.288
46 C -6.570 -8.384 1.165
47 O -7.472 -7.762 2.039
48 C -7.466 -6.343 1.979
49 C -6.286 -5.763 2.735
50 N -5.944 -4.435 2.320
51 C -4.775 -3.882 2.943
52 C -4.283 -2.672 2.211
53 O -3.752 -3.026 0.960
54 C -2.814 -2.106 0.468
55 H -6.403 -9.402 1.514
56 H -5.607 -7.864 1.114
57 H -6.966 -8.447 0.141
58 H -8.423 -6.045 2.399
59 H -7.411 -6.040 0.923
60 H -5.420 -6.437 2.613
61 H -6.478 -5.736 3.813
62 H -6.011 -4.229 1.336
63 H -3.962 -4.625 3.038
64 H -4.966 -3.614 3.991
65 H -3.534 -2.162 2.836
66 H -5.085 -1.924 2.111
67 H -1.888 -2.191 1.057
68 H -3.113 -1.057 0.594
69 H -2.610 -2.257 -0.589
70 C 3.048 5.634 -1.011
71 O 2.016 6.523 -1.376
72 C 1.034 6.677 -0.359
73 C 0.318 7.998 -0.584
74 N -0.948 8.024 0.163
75 C -0.788 8.603 1.501
76 C -2.092 8.535 2.252
77 O -3.011 9.404 1.671
78 C -4.257 9.401 2.333
79 H 3.826 5.759 -1.763
80 H 2.684 4.602 -1.057
81 H 3.469 5.820 -0.019
82 H 1.532 6.718 0.618
83 H 0.341 5.831 -0.400
84 H 0.127 8.141 -1.646
85 H 0.988 8.796 -0.238
86 H -1.566 8.655 -0.336
87 H -0.411 9.634 1.471
88 H -0.079 8.009 2.086
89 H -1.917 8.730 3.324
90 H -2.448 7.493 2.228
91 H -4.160 9.664 3.392
92 H -4.743 8.417 2.271
93 H -4.911 10.111 1.830
94 C 1.949 -2.852 2.595
95 O 3.358 -3.018 2.747
96 H 1.517 -3.808 2.259
97 H 1.440 -2.618 3.525
98 H 1.732 -2.099 1.833
99 H 3.737 -3.061 1.865
100 C 5.544 -1.451 -1.300
101 O 4.273 -1.697 -0.746
102 H 5.552 -1.635 -2.383
103 H 5.871 -0.415 -1.144
104 H 6.322 -2.079 -0.865
105 H 3.708 -0.980 -1.064
106 C 3.091 -2.542 -4.069
107 O 2.309 -2.592 -5.256
108 H 2.883 -1.609 -3.549
109 H 2.645 -3.286 -3.392
110 H 4.135 -2.817 -4.191
111 H 2.820 -3.014 -5.949
112 C -3.160 1.858 1.338
113 O -1.861 1.365 1.589
114 H -3.475 2.507 2.165
115 H -3.244 2.436 0.414
116 H -3.872 1.037 1.295
117 H -1.212 2.015 1.311

=====

Computed values of molar mass (unit: g/mol) for the preceding records, in sequence: 1025.2, 514.3, 662.3, 706.9.